## a
This record from the Open Molecules 2025 dataset describes 2 unconnected molecules or ions with the total composition C8H8N4O4. The level of theory is ωB97M-V/def2-TZVPD.

Computed properties:
SMILES string   O=c1cc[nH]c(=O)[nH]1.O=c1cc[nH]c(=O)[nH]1
HOMO   -9.20 eV

```
! wB97M-V def2-TZVPD RIJCOSX def2/J DEFGRID3
* xyz 0 1
O -0.7989 -1.0435 2.2229
C -1.9250 -1.5987 0.1345
H -1.7888 -2.6287 0.1659
H -1.6826 1.3296 1.8717
O 4.4130 0.5566 0.1952
H 2.7432 2.4975 -0.1218
C 0.8779 1.2928 -0.3861
C 1.2403 -1.1224 -0.5064
C -2.3179 1.2209 -0.0604
O -2.7395 2.3420 -0.0390
H -3.0762 -1.7098 -1.8266
N 2.3091 1.5351 -0.1529
O 0.7466 -2.1878 -0.7867
H 0.2835 2.2256 -0.4436
C -1.2981 -0.7050 1.1456
N -2.4912 0.2590 -1.1618
C -2.5350 -1.1034 -0.9884
N 2.6247 -0.8113 -0.0999
N -1.5678 0.6706 0.9292
H -0.7717 -0.1031 -0.5769
H -3.3963 0.3794 -1.7725
H 3.2731 -1.6184 -0.0258
C 3.2009 0.4761 -0.0845
C 0.3106 -0.0077 -0.3562
*
```



## b
This record from the Open Molecules 2025 dataset describes 2 unconnected molecules or ions with the total composition C8H8N4O4. The level of theory is ωB97M-V/def2-TZVPD.

Computed properties:
SMILES string   O=c1cc[nH]c(=O)[nH]1.O=c1cc[nH]c(=O)[nH]1
HOMO   -9.56 eV

```
! wB97M-V def2-TZVPD RIJCOSX def2/J DEFGRID3
* xyz 0 1
H -0.8052 -2.4722 -1.9170
N 1.7442 0.7209 0.0563
H -0.4686 1.4748 -1.0696
O -2.8157 1.9417 -0.8048
C 2.9055 1.0567 0.7328
C 0.7003 0.0581 0.7385
C -3.2155 -0.3327 -1.2743
H -3.0947 -2.4622 -1.8627
N 2.7376 0.9250 2.1667
O 3.9282 1.5480 0.2094
H 3.3428 1.2837 2.9056
C 0.6830 -0.4041 1.9802
N -1.2557 -1.6020 -1.7360
H 1.8469 1.1072 -0.9450
N -1.0383 0.6706 -1.3723
C -2.3638 0.8600 -1.1588
C 1.7753 0.0118 2.8066
H -0.0609 -1.0962 2.3917
C -2.6219 -1.5188 -1.6556
H -4.2605 -0.2016 -1.2375
O 0.8512 -0.6247 -1.5316
O 2.0668 -0.3151 3.9969
C -0.3635 -0.5237 -1.5721
H -0.2173 -0.1053 0.1527
*
```



Most stable to least stable, the ends of the list are b and a.



## a
This record from the Open Molecules 2025 dataset describes 2 unconnected molecules or ions with the total composition C8H8N4O4. The level of theory is ωB97M-V/def2-TZVPD.

Computed properties:
SMILES string   O=c1cc[nH]c(=O)[nH]1.O=c1cc[nH]c(=O)[nH]1
HOMO   -8.99 eV

```
! wB97M-V def2-TZVPD RIJCOSX def2/J DEFGRID3
* xyz 0 1
C -4.1212 0.7404 -0.4224
O -0.2462 0.2695 0.8875
C -3.1932 0.1968 -1.3184
C -3.6524 1.0107 0.8273
N -2.3739 0.8397 1.2362
C -1.3532 0.4350 0.4270
N -1.8167 0.2253 -0.9102
C 2.6306 0.3051 -1.0956
H -5.1649 0.8914 -0.6398
H 1.7315 1.5669 0.0735
H -1.0598 0.0180 -1.5403
O -3.4773 -0.3642 -2.3806
O 2.5582 0.8180 -2.2457
H 4.1413 -2.6477 -0.2244
C 3.2692 -1.8062 -0.0956
N 3.3854 -0.8789 -1.1562
H 4.0733 -0.8928 -1.9609
H 2.6295 -2.1758 1.9401
H -2.1964 0.9492 2.2058
H -4.2876 1.2149 1.6885
N 2.3060 0.7554 0.1382
C 2.0314 -0.1231 1.1768
C 2.5292 -1.5780 1.0375
O 1.6569 0.2303 2.3515
*
```



## b
This record from the Open Molecules 2025 dataset describes 2 unconnected molecules or ions with the total composition C8H8N4O4. The level of theory is ωB97M-V/def2-TZVPD.

Computed properties:
SMILES string   O=c1cc[nH]c(=O)[nH]1.O=c1cc[nH]c(=O)[nH]1
HOMO   -9.51 eV

```
! wB97M-V def2-TZVPD RIJCOSX def2/J DEFGRID3
* xyz 0 1
C -1.2266 -0.5877 4.3465
C -0.5618 1.2574 -2.7475
C -0.4377 -1.6260 2.1988
H -1.3901 0.7476 -4.4912
H -0.8586 1.3867 4.5456
H 2.3611 -0.9018 -3.5455
H -1.4035 1.8031 -2.5051
C -0.4219 0.7295 -3.9318
C 0.5607 -0.1312 -4.5179
H 0.6343 -0.1713 1.2126
C 1.7162 0.4199 -2.2991
O 0.4021 1.8002 2.3745
H 0.5926 1.3125 -1.0067
H -1.3909 -2.6317 3.7180
C -0.0323 0.7720 2.7853
O 0.6662 -0.6358 -5.5829
N -0.0458 -0.4306 1.9837
N -0.7587 0.6226 3.9853
C -1.1321 -1.6262 3.5036
N 1.5932 -0.2981 -3.4994
O -0.1230 -2.6257 1.5973
O 2.5350 0.3252 -1.3592
H -1.8321 -0.7114 5.2324
N 0.5537 1.2007 -1.9974
*
```



Most stable to least stable, the ends of the list are b and a.



## a
This record from the Open Molecules 2025 dataset describes 2 unconnected molecules or ions with the total composition CH5N2O3S. The level of theory is ωB97M-V/def2-TZVPD.

Computed properties:
HOMO (spin up / spin down)   -4.63 / -2.99 eV

```
! wB97M-V def2-TZVPD RIJCOSX def2/J DEFGRID3
* xyz -1 1
O -1.1317 0.2007 1.2365
N 0.7523 -1.2843 0.1951
S -1.8722 0.2206 -0.0969
N 1.3029 -0.4837 -0.6633
H 0.4739 -2.2209 -0.0885
H 2.4880 1.0241 -0.3302
O -2.5247 -1.0878 -0.2690
H 0.9926 1.4273 -1.0714
C 1.4723 0.8863 -0.2290
H -0.0007 -0.9909 0.8268
H 0.9321 0.9661 0.6873
O -2.8847 1.3425 -0.1974
*
```



## b
This record from the Open Molecules 2025 dataset describes 2 unconnected molecules or ions with the total composition CH5N2O3S. The level of theory is ωB97M-V/def2-TZVPD.

Computed properties:
HOMO   -4.73 eV

```
! wB97M-V def2-TZVPD RIJCOSX def2/J DEFGRID3
* xyz -1 1
O -1.0204 -2.5771 -0.2739
H 1.6105 2.7263 -0.9719
S -1.1591 -1.1077 -0.0985
N 0.5703 -1.1997 0.3166
H -0.0767 -1.4073 2.1547
C 0.9411 1.7607 -0.7057
H 0.7812 1.1542 -1.5879
H 1.0538 0.9132 0.0240
H -0.0659 2.1644 -0.2109
O -1.8088 -0.5423 1.1242
N 0.7304 -1.5353 1.4887
O -1.5563 -0.3494 -1.2594
*
```



Most stable to least stable, the ends of the list are b and a.



## a
This record from the Open Molecules 2025 dataset describes a gas-phase ion, C3H6N3O (charge +1). The level of theory is ωB97M-V/def2-TZVPD.

Computed properties:
HOMO (spin up / spin down)   -12.63 / -12.63 eV

```
! wB97M-V def2-TZVPD RIJCOSX def2/J DEFGRID3
* xyz 1 1
N -0.8787 0.6423 -0.1726
N -1.7190 1.2075 0.4805
H 2.8144 0.5849 -1.0252
N 0.1951 -1.3667 0.1253
H -1.7525 -1.2196 -0.2141
H -0.8326 -0.8603 -1.5049
O 2.3176 1.1284 -0.3446
C 1.6343 0.4701 0.4882
H 1.9395 -1.7914 0.7158
C 1.3362 -0.9880 0.4616
H -1.5217 2.2136 0.5283
C -0.8953 -0.6861 -0.3989
H -2.6373 0.6653 0.8607
*
```



## b
This record from the Open Molecules 2025 dataset describes a gas-phase ion, C3H6N3O (charge +1). The level of theory is ωB97M-V/def2-TZVPD.

Computed properties:
SMILES string   N/C=[NH+]\CC#[N+][O-]
HOMO   -13.52 eV

```
! wB97M-V def2-TZVPD RIJCOSX def2/J DEFGRID3
* xyz 1 1
N 0.2899 -0.3112 -0.6942
C -1.9464 -0.1301 0.1199
H -0.6391 -1.6653 0.6229
N -3.0969 0.0237 0.0342
H 2.9900 1.2369 0.3233
O -4.2610 0.3602 -0.0445
N 2.0276 0.8065 0.3417
H 1.3899 0.8186 1.1520
H -0.0351 -0.0030 1.3994
H 0.1339 -0.8479 -1.5140
C -0.5810 -0.5119 0.4758
H 2.2443 -0.0083 -1.5235
C 1.4839 0.2317 -0.6930
*
```



Most stable to least stable, the ends of the list are b and a.



## a
This record from the Open Molecules 2025 dataset describes 2 unconnected molecules or ions with the total composition C3H4FN. The level of theory is ωB97M-V/def2-TZVPD.

Computed properties:
SMILES string   C=CF.C#N
HOMO   -9.84 eV

```
! wB97M-V def2-TZVPD RIJCOSX def2/J DEFGRID3
* xyz 0 1
C 0.4075 0.8008 -2.0864
H -1.7187 -0.6152 1.2589
H 1.2454 -0.1039 0.9654
N 1.3124 0.3229 -1.6049
C 0.1948 0.0117 1.2365
H -0.1693 1.1905 -2.9663
H -0.4046 -1.9144 0.5100
F -0.1813 1.2349 1.6642
C -0.6861 -0.9274 1.0224
*
```



## b
This record from the Open Molecules 2025 dataset describes a single C3H4FN molecule. The level of theory is ωB97M-V/def2-TZVPD.

Computed properties:
SMILES string   N#CCCF
HOMO   -12.15 eV

```
! wB97M-V def2-TZVPD RIJCOSX def2/J DEFGRID3
* xyz 0 1
H 0.6051 -0.5537 1.2916
C -0.0412 0.8068 -0.3076
F -1.3115 -0.9072 0.8353
H 0.2834 -1.5017 -0.1287
H -0.8233 1.1152 -1.0831
N 2.1948 0.4800 -2.1532
H 0.1763 1.5061 0.5373
C 1.3170 0.6657 -1.4393
C -0.0424 -0.5336 0.4014
*
```



Most stable to least stable, the ends of the list are b and a.



## a
This record from the Open Molecules 2025 dataset describes 2 unconnected molecules or ions with the total composition C3H4FN. The level of theory is ωB97M-V/def2-TZVPD.

Computed properties:
HOMO (spin up / spin down)   -8.70 / -8.81 eV

```
! wB97M-V def2-TZVPD RIJCOSX def2/J DEFGRID3
* xyz 0 1
F 2.7852 0.1335 0.6806
C 1.5122 -0.2135 0.7546
N 0.7167 0.3211 1.5094
H 1.3981 -0.1631 -2.4364
C 0.3254 -0.2449 -2.2024
H 0.0311 -1.2699 -2.4786
C -0.3722 0.5621 2.0916
H -0.6191 0.0541 3.0089
H -1.0407 1.3047 1.6900
*
```



## b
This record from the Open Molecules 2025 dataset describes a single C3H4FN molecule. The level of theory is ωB97M-V/def2-TZVPD.

Computed properties:
SMILES string   N#CCCF
HOMO   -11.71 eV

```
! wB97M-V def2-TZVPD RIJCOSX def2/J DEFGRID3
* xyz 0 1
C 0.2351 -0.2908 -0.5550
N -1.5720 1.2708 -1.4805
C 0.2329 -0.1357 0.9444
H 1.3627 0.0398 1.3704
H 0.2330 -1.3932 -0.7298
H 1.1773 0.0808 -0.9686
C -0.9241 0.3338 -1.2556
F -0.3743 1.0478 1.1928
H -0.3706 -0.9532 1.4818
*
```



## c
This record from the Open Molecules 2025 dataset describes 2 unconnected molecules or ions with the total composition C3H4FN. The level of theory is ωB97M-V/def2-TZVPD.

Computed properties:
HOMO (spin up / spin down)   -9.80 / -9.80 eV

```
! wB97M-V def2-TZVPD RIJCOSX def2/J DEFGRID3
* xyz 0 1
H -0.1829 0.9162 -1.3149
F 0.1358 1.7177 0.4838
H -1.2718 -1.1301 -0.4099
H -0.5766 -0.6136 1.2129
N 3.2429 -1.0994 -0.2022
C 2.2749 -0.5266 -0.3115
C -0.2346 0.7333 -0.2652
C -1.1554 -0.2386 0.2869
H -2.2322 0.2411 0.5200
*
```



## d
This record from the Open Molecules 2025 dataset describes 2 unconnected molecules or ions with the total composition C3H4FN. The level of theory is ωB97M-V/def2-TZVPD.

Computed properties:
HOMO   -10.71 eV

```
! wB97M-V def2-TZVPD RIJCOSX def2/J DEFGRID3
* xyz 0 1
C 1.4928 0.0574 0.0289
H -0.0651 -1.9815 0.1267
H -1.0074 0.0788 1.3072
F 0.0360 -0.4314 -1.8049
C -0.8647 0.3886 0.2724
C 0.1827 -0.3752 -0.4767
H -1.6076 0.3423 -0.4738
H -0.5324 1.4864 0.3510
N 2.3656 0.4347 0.6691
*
```



Most stable to least stable, the ends of the list are b and a.